No. 1
Molecular formula: C34H66AlCsF11N2NaO16PV2
Method: DFT, wB97M-V/def2-TZVPD

Its charge is +1. Its spin multiplicity is 1. The HOMO energy comes out at -0.379 Eh.

Cartesian coordinates (Å):
C: 7.26 1.30 0.12
C: 5.99 0.43 0.38
C: 4.89 1.18 1.19
C: 3.98 2.09 0.30
C: 3.56 3.40 1.08
C: 2.02 3.68 0.95
C: 1.19 3.21 2.19
C: -0.07 4.06 2.51
C: -0.90 4.52 1.27
C: -1.16 3.41 0.20
C: -2.60 2.78 0.23
C: -2.44 1.25 0.02
C: -3.64 0.57 -0.70
C: -3.13 -0.77 -1.33
C: -3.20 -2.03 -0.28
C: -2.03 -3.15 -0.47
O: -1.85 -4.02 0.71
C: -1.33 -3.32 1.80
O: -1.99 -3.27 2.75
N: -0.02 -2.73 1.74
C: -0.21 -1.21 1.70
C: 0.53 -0.64 0.47
P: 0.85 -3.21 3.16
O: 0.75 -4.65 3.33
O: 2.39 -2.71 2.97
O: 0.24 -2.52 4.51
H: 7.71 1.67 1.06
H: 7.03 2.14 -0.57
H: 8.01 0.62 -0.33
H: 6.29 -0.53 0.85
H: 5.55 0.17 -0.62
H: 4.28 0.40 1.71
H: 5.38 1.80 1.97
H: 3.09 1.57 -0.09
H: 4.60 2.38 -0.57
H: 3.84 3.35 2.15
H: 4.10 4.23 0.58
H: 1.77 4.74 0.72
H: 1.68 3.10 0.07
H: 1.87 3.11 3.06
H: 0.83 2.18 1.97
H: 0.29 4.99 3.00
H: -0.67 3.54 3.28
H: -1.90 4.82 1.66
H: -0.44 5.44 0.86
H: -1.04 3.90 -0.79
H: -0.43 2.58 0.21
H: -3.20 3.20 -0.61
H: -3.10 3.07 1.17
H: -1.55 1.01 -0.59
H: -2.27 0.81 1.04
H: -4.10 1.21 -1.47
H: -4.40 0.30 0.08
H: -3.82 -1.01 -2.23
H: -2.05 -0.70 -1.70
H: -3.25 -1.60 0.74
H: -4.22 -2.56 -0.44
H: -0.99 -2.73 -0.71
H: -2.33 -3.88 -1.34
H: 0.12 -0.72 2.64
H: -1.30 -1.05 1.66
H: 0.08 -1.01 -0.47
H: 0.53 0.47 0.45
H: 1.60 -0.94 0.55
H: 2.43 -1.82 3.37
H: 0.72 -1.69 4.71
C: 2.71 -5.78 5.34
C: 3.47 -6.13 4.06
O: 4.77 -6.66 4.29
C: 4.93 -8.02 4.68
O: 4.29 -8.85 3.90
C: 4.60 -8.27 6.20
F: 4.99 -7.22 6.94
F: 5.30 -9.33 6.65
F: 3.31 -8.50 6.47
H: 3.37 -5.30 6.06
H: 1.89 -5.11 5.11
H: 2.28 -6.66 5.80
H: 3.63 -5.21 3.51
H: 2.87 -6.77 3.41
H: 6.04 -8.10 4.69
C: 13.05 2.67 -2.66
C: 12.08 3.54 -1.88
O: 10.84 3.68 -2.60
C: 9.98 2.67 -2.48
O: 10.17 1.67 -1.85
C: 8.69 2.98 -3.25
F: 8.94 3.48 -4.47
F: 7.95 3.89 -2.60
F: 7.93 1.90 -3.42
H: 13.20 3.06 -3.67
H: 14.02 2.63 -2.15
H: 12.68 1.65 -2.76
H: 12.49 4.54 -1.78
H: 11.91 3.15 -0.88
Cs: -2.92 -2.93 -2.76
C: -8.31 -0.64 -3.05
C: -7.57 -0.78 -4.36
O: -6.36 -1.05 -4.40
N: -8.27 -0.61 -5.49
C: -9.68 -0.29 -5.64
H: -7.61 -0.80 -2.23
H: -8.72 0.37 -2.96
H: -9.10 -1.38 -2.98
H: -7.71 -0.72 -6.33
H: -10.16 -1.09 -6.22
H: -9.76 0.65 -6.19
H: -10.18 -0.19 -4.68
O: -5.42 -0.19 2.25
V: -6.09 -1.80 2.13
O: -6.70 -3.36 1.93
F: -4.80 -0.26 6.65
Al: -4.15 0.81 5.48
F: -4.40 0.09 3.88
F: -2.46 1.00 5.71
F: -4.94 2.32 5.53
O: 4.85 -9.30 -0.35
V: 4.55 -7.84 0.44
O: 4.24 -6.25 0.96
F: -2.00 1.16 -3.34
Na: -2.86 -5.85 0.43
O: -10.26 2.41 -5.87
C: -9.46 3.29 -5.71
O: -8.15 2.98 -5.61
C: -7.09 3.94 -5.60
C: -6.87 4.50 -4.21
C: -9.89 4.72 -5.55
H: -7.27 4.72 -6.34
H: -6.20 3.41 -5.92
H: -7.75 5.03 -3.84
H: -6.03 5.19 -4.20
H: -6.67 3.69 -3.50
H: -10.19 4.89 -4.52
H: -10.74 4.90 -6.21
H: -9.13 5.45 -5.83

Atom charges from the Mulliken analysis, given in e for atoms 1 to 6: atom 1 (C): -0.83, atom 2 (C): -0.69, atom 3 (C): -0.36, atom 4 (C): -0.26, atom 5 (C): -0.94, atom 6 (C): -0.44

=====

No. 2
Molecular formula: C34H67AlClF2N4NaO10
Method: DFT, wB97M-V/def2-TZVPD

Its spin multiplicity is 1. The HOMO energy comes out at -0.232 Eh.

Cartesian coordinates (Å):
C: -5.08 4.50 4.20
C: -6.02 3.56 3.32
C: -6.50 2.26 4.15
C: -6.37 0.91 3.32
C: -4.82 0.66 3.10
C: -4.57 0.68 1.52
C: -3.02 0.46 1.22
C: -2.82 -0.77 0.21
C: -1.68 -0.41 -0.84
C: -1.64 -1.40 -2.07
C: -1.35 -0.69 -3.47
C: -0.78 -1.79 -4.45
C: 0.71 -1.49 -4.95
C: 1.63 -2.78 -4.81
C: 2.98 -2.48 -4.02
C: 2.67 -1.93 -2.56
N: 3.04 -0.51 -2.24
C: 4.51 -0.22 -2.15
C: 4.96 1.08 -2.88
C: 4.70 2.44 -2.09
C: 4.82 2.33 -0.53
C: 3.32 3.07 -2.59
C: 2.44 -0.41 -0.92
N: 1.69 0.55 -0.44
N: 2.79 -1.66 -0.23
C: 3.08 -2.75 -1.24
C: 4.52 -3.39 -1.07
O: 4.66 -4.25 0.08
C: 5.04 -3.53 1.25
C: 1.97 -3.83 -0.82
C: 2.18 -5.23 -1.51
C: 0.77 -5.83 -1.95
F: 2.71 -6.19 -0.61
H: -4.10 4.69 3.70
H: -4.86 4.10 5.22
H: -5.58 5.51 4.29
H: -5.43 3.27 2.41
H: -6.91 4.17 2.93
H: -7.61 2.31 4.47
H: -5.81 2.18 5.04
H: -6.87 1.03 2.31
H: -6.86 0.10 3.91
H: -4.50 -0.35 3.48
H: -4.20 1.45 3.59
H: -4.87 1.68 1.08
H: -5.15 -0.17 1.09
H: -2.43 0.23 2.17
H: -2.55 1.38 0.79
H: -3.79 -1.03 -0.30
H: -2.51 -1.65 0.84
H: -1.76 0.67 -1.12
H: -0.71 -0.52 -0.28
H: -2.62 -1.97 -2.10
H: -0.82 -2.16 -1.89
H: -0.72 0.23 -3.38
H: -2.38 -0.36 -3.86
H: -1.47 -1.84 -5.34
H: -0.85 -2.81 -3.92
H: 0.70 -1.09 -6.01
H: 1.07 -0.64 -4.31
H: 1.90 -3.09 -5.87
H: 1.10 -3.67 -4.37
H: 3.51 -1.69 -4.62
H: 3.67 -3.40 -4.04
H: 1.54 -1.87 -2.46
H: 5.02 -1.09 -2.68
H: 4.85 -0.30 -1.08
H: 6.08 0.99 -3.04
H: 4.52 1.20 -3.91
H: 5.50 3.16 -2.42
H: 5.85 2.10 -0.15
H: 4.51 3.34 -0.10
H: 4.11 1.59 -0.07
H: 2.84 2.41 -3.37
H: 3.53 4.06 -3.08
H: 2.57 3.15 -1.76
H: 1.72 0.70 0.57
H: 1.03 1.11 -0.97
H: 3.58 -1.42 0.39
H: 5.36 -2.64 -1.04
H: 4.72 -4.01 -2.02
H: 5.67 -2.62 1.06
H: 4.10 -3.26 1.82
H: 5.63 -4.20 1.94
H: 0.96 -3.42 -1.10
H: 2.02 -4.01 0.29
H: 2.79 -5.16 -2.45
H: 0.00 -5.48 -1.20
H: 0.52 -5.60 -3.02
H: 0.84 -6.95 -1.82
O: -0.79 -5.08 -4.86
H: -1.02 -4.24 -5.29
Al: -1.83 -4.55 -3.50
Cl: 5.52 -2.93 -3.53
O: -3.12 0.90 5.67
H: -3.16 -0.05 5.81
H: -2.38 1.02 5.07
O: -3.21 1.02 -5.35
H: -3.27 0.38 -6.06
C: -1.97 6.35 8.20
C: -2.11 6.16 9.51
C: -2.60 4.88 10.05
O: -2.73 4.70 11.25
C: -2.92 3.80 9.08
C: -2.78 3.99 7.77
C: -2.29 5.28 7.23
O: -2.16 5.45 6.03
H: -1.61 7.28 7.78
H: -1.88 6.93 10.23
H: -3.28 2.87 9.50
H: -3.01 3.22 7.05
F: -3.85 -6.46 -4.10
Na: -8.36 4.35 4.10
O: 4.73 5.21 0.96
H: 5.68 5.38 1.01
H: 4.33 6.06 1.19
N: 3.27 -2.82 -8.25
O: 3.62 -3.19 -9.38
O: 4.11 -2.74 -7.34
O: 2.08 -2.54 -8.02

Atom charges from the Mulliken analysis, given in e for atoms 1 to 6: atom 1 (C): -0.98, atom 2 (C): 0.14, atom 3 (C): -0.42, atom 4 (C): -0.92, atom 5 (C): -0.26, atom 6 (C): -0.58

=====

No. 3
Molecular formula: C34H68Br2ClN4O10
Method: DFT, wB97M-V/def2-TZVPD

Its charge is +1. Its spin multiplicity is 1. The HOMO energy comes out at -0.400 Eh.

Cartesian coordinates (Å):
C: 0.56 3.63 -4.30
C: -0.14 2.54 -3.53
O: -0.09 1.38 -3.87
O: -0.88 2.96 -2.46
C: -0.66 2.22 -1.28
C: 0.25 2.93 -0.24
C: 0.10 4.45 -0.35
C: -1.35 4.99 -0.12
O: -1.29 5.84 1.03
C: -1.90 5.79 -1.32
N: -3.11 5.25 -1.93
C: -0.32 2.43 1.14
C: 0.17 3.15 2.41
C: -0.90 3.15 3.48
O: -0.70 2.70 4.60
Cl: -2.50 3.78 3.06
C: 0.16 0.99 1.07
C: -0.63 -0.08 1.71
C: 0.13 -1.10 2.58
C: 1.24 -0.52 3.44
N: 0.70 -0.04 4.73
N: 1.24 0.93 0.37
C: 1.94 -0.32 0.05
C: 1.11 -1.25 -0.87
C: 1.29 -2.74 -0.55
C: -0.06 -3.46 -0.61
N: -0.02 -4.74 0.08
C: 1.64 2.31 -0.03
C: 2.73 2.39 -1.10
Br: 4.41 1.85 -0.21
C: 2.94 3.79 -1.68
C: 4.12 3.77 -2.68
Br: 3.40 5.09 -0.29
H: 1.63 3.47 -4.29
H: 0.16 3.68 -5.30
H: 0.36 4.58 -3.83
H: -0.29 1.23 -1.53
H: -1.63 2.07 -0.83
H: 0.37 4.75 -1.35
H: 0.75 4.98 0.33
H: -2.05 4.19 0.07
H: -0.70 6.56 0.77
H: -2.14 6.79 -0.95
H: -1.16 5.90 -2.10
H: -2.90 4.68 -2.73
H: -3.68 4.74 -1.27
H: -1.40 2.38 1.21
H: 0.58 4.13 2.22
H: 0.96 2.56 2.87
H: -1.41 0.41 2.28
H: -1.13 -0.63 0.91
H: -0.60 -1.50 3.27
H: 0.45 -1.93 1.97
H: 1.92 -1.34 3.65
H: 1.85 0.23 2.95
H: 1.15 0.85 4.93
H: 1.06 -0.64 5.46
H: 2.24 -0.86 0.94
H: 2.84 -0.10 -0.49
H: 0.06 -0.97 -0.89
H: 1.47 -1.09 -1.88
H: 1.77 -2.91 0.41
H: 1.90 -3.19 -1.32
H: -0.84 -2.80 -0.21
H: -0.28 -3.61 -1.66
H: 0.29 -4.62 1.04
H: -0.97 -5.08 0.16
H: 2.14 2.65 0.87
H: 2.55 1.70 -1.92
H: 2.08 4.12 -2.23
H: 4.29 2.79 -3.08
H: 5.01 4.04 -2.14
H: 3.98 4.53 -3.43
C: -7.20 -3.06 7.16
O: -5.99 -2.61 6.60
C: -5.47 -3.51 5.65
C: -4.41 -2.84 4.80
O: -4.94 -2.05 3.75
C: -5.48 -0.79 4.12
C: -4.43 0.25 4.42
O: -3.93 0.10 5.73
C: -2.73 0.82 5.91
H: -7.07 -4.03 7.65
H: -7.52 -2.32 7.89
H: -7.98 -3.14 6.39
H: -6.28 -3.88 5.00
H: -5.02 -4.37 6.18
H: -3.84 -3.63 4.31
H: -3.72 -2.27 5.42
H: -6.19 -0.89 4.95
H: -6.04 -0.45 3.25
H: -4.88 1.25 4.34
H: -3.61 0.16 3.69
H: -1.95 0.44 5.23
H: -2.40 0.69 6.93
H: -2.89 1.89 5.72
C: 1.19 -1.49 -4.83
O: 2.32 -2.32 -4.69
C: 2.15 -3.29 -3.67
C: 3.18 -4.39 -3.79
O: 2.85 -5.37 -4.76
C: 3.04 -5.01 -6.12
C: 4.49 -5.02 -6.55
O: 5.14 -3.83 -6.15
C: 6.54 -3.94 -6.25
H: 0.97 -0.96 -3.89
H: 1.40 -0.76 -5.61
H: 0.31 -2.08 -5.13
H: 1.14 -3.72 -3.74
H: 2.26 -2.79 -2.70
H: 3.20 -4.92 -2.84
H: 4.17 -3.98 -3.97
H: 2.58 -4.05 -6.35
H: 2.52 -5.77 -6.69
H: 4.54 -5.10 -7.65
H: 4.99 -5.89 -6.11
H: 6.92 -4.72 -5.57
H: 6.97 -2.98 -5.95
H: 6.86 -4.17 -7.27

Atom charges from the Mulliken analysis, given in e for atoms 1 to 6: atom 1 (C): -1.12, atom 2 (C): 0.92, atom 3 (O): -0.55, atom 4 (O): -0.24, atom 5 (C): -1.70, atom 6 (C): 2.32

=====

Gap between HOMO and LUMO in eV, matching the order above: 2.06 1.97 7.35
Molar mass in g mol⁻¹, matching the order above: 1283.62 815.35 888.20